{
  "formula": "C62H145N7O15",
  "method": "the ωB97M-V functional and the def2-TZVPD basis",
  "homo_lumo_gap_ev": 8.6,
  "smiles": "CCOC(=O)OC.CCOC(=O)OC.CCOC(=O)OC.CCOC(=O)OC.CCOC(=O)OC.CCN(CC)CC.CCN(CC)CC.CCN(CC)CC.CCN(CC)CC.CCN(CC)CC.CCN(CC)CC.CCN(CC)CC",
  "homo_ev": -7.936,
  "e_tot_ha": -3961.032863,
  "lumo_ev": 0.627,
  "species": ["C", "C", "N", "C", "C", "C", "C", "H", "H", "H", "H", "H", "H", "H", "H", "H", "H", "H", "H", "H", "H", "H", "C", "C", "N", "C", "C", "C", "C", "H", "H", "H", "H", "H", "H", "H", "H", "H", "H", "H", "H", "H", "H", "H", "C", "C", "N", "C", "C", "C", "C", "H", "H", "H", "H", "H", "H", "H", "H", "H", "H", "H", "H", "H", "H", "H", "C", "C", "N", "C", "C", "C", "C", "H", "H", "H", "H", "H", "H", "H", "H", "H", "H", "H", "H", "H", "H", "H", "C", "C", "N", "C", "C", "C", "C", "H", "H", "H", "H", "H", "H", "H", "H", "H", "H", "H", "H", "H", "H", "H", "C", "C", "N", "C", "C", "C", "C", "H", "H", "H", "H", "H", "H", "H", "H", "H", "H", "H", "H", "H", "H", "H", "C", "C", "N", "C", "C", "C", "C", "H", "H", "H", "H", "H", "H", "H", "H", "H", "H", "H", "H", "H", "H", "H", "C", "C", "O", "C", "O", "O", "C", "H", "H", "H", "H", "H", "H", "H", "H", "C", "C", "O", "C", "O", "O", "C", "H", "H", "H", "H", "H", "H", "H", "H", "C", "C", "O", "C", "O", "O", "C", "H", "H", "H", "H", "H", "H", "H", "H", "C", "C", "O", "C", "O", "O", "C", "H", "H", "H", "H", "H", "H", "H", "H", "C", "C", "O", "C", "O", "O", "C", "H", "H", "H", "H", "H", "H", "H", "H"],
  "positions_angstrom": [[5.988081, 0.905074, 0.446164], [6.310372, -0.552487, 0.623319], [5.249538, -1.307220, 1.161274], [4.993291, -1.146881, 2.587557], [4.340276, -2.379770, 3.215860], [4.069871, -1.380682, 0.286738], [4.359054, -2.100564, -1.088420], [6.912445, 1.452313, 0.152242], [5.857536, 1.392159, 1.465231], [5.144657, 1.040463, -0.192878], [6.667889, -1.003871, -0.332927], [7.131849, -0.612158, 1.309714], [5.894251, -1.032689, 3.099031], [4.468554, -0.213107, 2.845297], [5.152149, -3.050816, 3.349935], [3.850613, -2.223275, 4.184958], [3.684385, -2.781391, 2.484191], [3.728866, -0.325362, 0.099745], [3.368286, -1.994618, 0.832997], [4.865282, -3.033656, -0.912385], [5.060215, -1.545793, -1.677106], [3.489196, -2.233134, -1.736123], [2.590986, 2.683675, 1.910369], [2.229871, 2.709974, 3.384081], [3.127919, 3.444905, 4.218054], [2.875824, 3.078313, 5.543134], [3.832397, 3.641662, 6.597355], [3.248178, 4.911145, 3.909504], [2.009880, 5.697989, 4.192856], [1.889414, 1.986928, 1.425539], [3.628495, 2.327807, 1.848880], [2.470128, 3.690933, 1.495645], [1.166059, 3.050431, 3.484124], [2.275177, 1.671411, 3.803621], [1.823783, 3.392286, 5.838007], [2.906342, 1.999785, 5.544024], [3.602296, 4.662241, 6.811376], [3.742704, 3.000845, 7.466521], [4.840753, 3.512263, 6.258425], [3.575649, 5.039393, 2.894531], [4.054254, 5.285631, 4.580633], [1.143545, 5.427488, 3.649165], [2.202296, 6.767871, 3.877473], [1.727321, 5.800596, 5.240343], [-1.486049, 6.791528, 2.444206], [-1.906356, 5.388590, 2.624396], [-1.860415, 4.603009, 1.370176], [-2.520837, 3.308888, 1.465147], [-4.072114, 3.273242, 1.446936], [-0.476090, 4.445775, 0.853272], [-0.337665, 4.398924, -0.649105], [-1.436584, 7.342131, 3.419355], [-2.178876, 7.419321, 1.766106], [-0.544430, 6.871640, 1.968939], [-1.324076, 4.870934, 3.378876], [-2.929934, 5.409735, 2.985583], [-2.225519, 2.782490, 0.554243], [-2.074233, 2.736390, 2.309081], [-4.493259, 3.528376, 2.396099], [-4.414517, 4.010584, 0.737508], [-4.371025, 2.243243, 1.208876], [-0.042784, 3.555331, 1.317642], [0.147833, 5.268897, 1.188066], [-0.926031, 3.593734, -1.081393], [0.715909, 4.268645, -0.921052], [-0.664782, 5.354107, -1.088117], [-0.788972, -2.348643, -3.924538], [-1.304449, -1.976460, -5.309498], [-1.380818, -0.492504, -5.564705], [-2.246776, -0.175124, -6.631221], [-2.698231, 1.288159, -6.732495], [-0.067785, 0.134513, -5.548302], [0.821658, -0.370059, -6.770802], [0.257586, -2.155739, -3.791800], [-0.926858, -3.402143, -3.826794], [-1.250119, -1.629034, -3.226370], [-0.732328, -2.409212, -6.187554], [-2.290181, -2.374729, -5.452184], [-3.160751, -0.853385, -6.466838], [-1.926174, -0.612277, -7.637356], [-3.389704, 1.405109, -7.586296], [-1.847442, 1.966954, -6.970172], [-3.263914, 1.600392, -5.798513], [-0.088336, 1.211264, -5.687797], [0.484563, -0.076170, -4.645594], [1.714023, 0.231622, -6.782911], [1.112002, -1.420066, -6.571572], [0.231836, -0.336562, -7.652475], [-6.507056, -4.875481, -1.461225], [-5.258673, -5.131865, -0.627412], [-4.840772, -4.001253, 0.249434], [-3.611859, -4.318534, 0.952595], [-3.405071, -3.558069, 2.295531], [-4.616468, -2.792430, -0.534128], [-3.710293, -2.823910, -1.721340], [-7.381695, -4.456578, -0.906824], [-6.885330, -5.804997, -1.882491], [-6.336720, -4.261109, -2.307110], [-5.411882, -5.931419, 0.107792], [-4.463283, -5.434863, -1.350978], [-3.614555, -5.384742, 1.172287], [-2.699992, -4.182360, 0.336117], [-4.290612, -3.737688, 2.938835], [-2.546431, -3.971377, 2.764065], [-3.341504, -2.503644, 2.123891], [-4.378580, -2.001276, 0.170212], [-5.663769, -2.589637, -0.885496], [-2.677604, -3.079918, -1.456758], [-3.742855, -1.901816, -2.326781], [-3.968082, -3.626683, -2.385776], [1.330998, -8.291430, 0.206514], [1.806685, -6.935910, -0.360095], [0.782797, -5.895348, -0.296879], [-0.497919, -6.227004, -0.907707], [-0.581243, -6.427010, -2.425870], [1.320220, -4.578935, -0.714346], [0.416501, -3.392375, -0.359002], [2.160353, -8.993493, 0.218207], [0.523882, -8.843893, -0.389578], [0.953515, -8.211743, 1.231465], [2.600229, -6.569010, 0.355594], [2.270353, -7.008881, -1.358053], [-0.864383, -7.140754, -0.391254], [-1.203212, -5.408882, -0.730936], [0.286489, -6.979352, -2.809970], [-1.514669, -7.047656, -2.572520], [-0.665141, -5.451074, -2.881394], [1.479242, -4.603710, -1.801832], [2.243237, -4.491947, -0.177095], [0.027200, -3.476900, 0.675275], [-0.448845, -3.371049, -1.020084], [0.942027, -2.447720, -0.578187], [6.116171, 2.249053, -3.625943], [4.683463, 2.046660, -4.119179], [3.710263, 2.726984, -3.271626], [2.564361, 3.421656, -3.963954], [3.010268, 4.597793, -4.803810], [3.234004, 1.916103, -2.167577], [2.176434, 0.874479, -2.529971], [6.217760, 1.709400, -2.658681], [6.273688, 3.312257, -3.417651], [6.875929, 1.909997, -4.336916], [4.583809, 2.481457, -5.131349], [4.438590, 1.017630, -4.230362], [1.986689, 2.729489, -4.650208], [1.888640, 3.820045, -3.135090], [3.800653, 4.300298, -5.487419], [2.112681, 4.953632, -5.378886], [3.414890, 5.365780, -4.136012], [2.858301, 2.615064, -1.348858], [4.117637, 1.401080, -1.781757], [1.272612, 1.355800, -2.825710], [1.947701, 0.271585, -1.595595], [2.529929, 0.148422, -3.283311], [4.449522, -7.925833, 5.028146], [4.649125, -6.503743, 4.476704], [3.598502, -6.199358, 3.559460], [2.345697, -5.957790, 3.998856], [1.990941, -5.868047, 5.133547], [1.588368, -5.904567, 2.912610], [0.223873, -5.521301, 3.201182], [5.358532, -8.158608, 5.614839], [4.336252, -8.506003, 4.128832], [3.670675, -7.997541, 5.744017], [5.563443, -6.502135, 3.905300], [4.571890, -5.812241, 5.331221], [-0.126330, -6.097220, 4.093550], [-0.373664, -5.834835, 2.373105], [0.142339, -4.478382, 3.441836], [-2.689545, 1.713811, 5.079871], [-1.350851, 2.171335, 5.742732], [-0.823344, 1.287313, 6.720670], [0.191148, 0.491698, 6.335047], [0.776025, 0.594280, 5.248683], [0.372731, -0.417900, 7.285102], [1.546058, -1.218658, 7.084964], [-3.125803, 2.638301, 4.711966], [-3.362275, 1.140115, 5.726761], [-2.469389, 1.134487, 4.181002], [-1.470929, 3.127526, 6.282910], [-0.609454, 2.440682, 4.945703], [2.211084, -0.832365, 7.870038], [1.970870, -1.022965, 6.125295], [1.358494, -2.276615, 7.166947], [-0.503988, -1.384085, 3.396896], [-0.002847, -0.576419, 2.201296], [-1.043385, -0.693148, 1.113928], [-0.909463, 0.175763, 0.125326], [-0.098977, 1.067041, 0.035354], [-1.834745, -0.149888, -0.774321], [-2.078566, 0.739780, -1.822101], [0.230328, -1.430728, 4.239729], [-0.720833, -2.377000, 3.014493], [-1.438161, -0.872433, 3.673265], [0.984517, -0.869599, 1.829749], [0.073608, 0.486607, 2.399992], [-1.517355, 0.672145, -2.741520], [-2.087201, 1.790392, -1.500950], [-3.131154, 0.510930, -2.021783], [-1.216585, 3.685910, -4.038914], [-2.556206, 4.117999, -3.320792], [-2.490651, 5.405497, -2.802074], [-3.396016, 5.726677, -1.913502], [-4.320867, 5.036959, -1.534397], [-3.308201, 6.989277, -1.509844], [-2.443180, 7.911064, -2.120714], [-1.058959, 4.437458, -4.792802], [-1.514485, 2.791740, -4.545420], [-0.300771, 3.575532, -3.451928], [-2.882984, 3.408621, -2.549799], [-3.345442, 4.059600, -4.048918], [-2.395957, 7.758297, -3.221773], [-1.508739, 7.925090, -1.649604], [-2.861687, 8.938476, -1.948290], [-7.197997, 3.303079, -1.806225], [-6.288972, 2.321757, -1.107176], [-6.232097, 1.033760, -1.766652], [-5.557230, 1.025800, -2.979284], [-4.916572, 1.952971, -3.350342], [-5.460066, -0.250486, -3.421139], [-4.653751, -0.562370, -4.556305], [-7.128866, 4.230145, -1.312497], [-8.248201, 2.943610, -1.803153], [-6.958499, 3.243951, -2.903545], [-6.690659, 2.047555, -0.175150], [-5.282190, 2.706621, -1.028811], [-3.573456, -0.408523, -4.315885], [-4.979661, 0.068257, -5.385789], [-4.883342, -1.605623, -4.663367]],
  "atomic_forces_ev_per_a": [[1.7, 1.4, 1.8], [0.9, 0.2, -0.7], [-1.0, -1.8, 0.1], [-1.6, 0.5, -0.3], [0.3, 1.0, -0.1], [0.8, 0.3, -0.7], [-0.1, 0.8, 1.0], [-0.7, -0.3, -0.7], [-0.6, -0.7, -1.1], [-0.3, 0.6, -0.3], [-0.3, 0.3, 0.6], [0.7, -0.2, 0.4], [1.9, 0.3, 0.5], [-0.5, 0.0, -0.3], [0.5, -1.1, 0.2], [0.0, 0.2, -0.4], [-0.9, -0.7, -0.2], [-0.5, -1.0, 0.1], [-0.7, 0.3, -0.1], [-0.1, -0.6, 0.2], [0.4, 0.7, -0.4], [-0.2, -0.1, 0.4], [-0.1, -0.1, 0.6], [-0.6, -1.0, -0.2], [1.2, 1.5, -2.0], [-0.9, 0.9, 1.9], [-0.5, -1.2, -0.7], [0.4, -1.5, 1.9], [0.3, 2.7, 0.1], [0.4, 0.3, -0.2], [-0.3, 0.2, -0.4], [0.2, -0.3, -0.3], [0.3, -0.2, 0.1], [-0.3, 0.8, -0.7], [0.6, -0.5, 0.0], [-0.1, -0.4, 0.4], [0.1, 0.7, 0.4], [-0.2, 0.2, 0.5], [0.7, 0.2, -0.3], [0.1, -0.1, -0.5], [-0.3, -0.2, -0.6], [-0.9, -0.7, -0.7], [-0.1, -0.9, 0.2], [0.2, -0.4, 0.1], [-1.2, 2.7, -0.1], [-0.8, -1.2, -1.0], [0.0, 0.9, -0.3], [0.1, -0.3, -0.4], [1.4, -0.1, 0.3], [-0.3, -0.1, 0.8], [-0.2, 0.4, -0.2], [0.0, -0.5, -0.7], [0.7, -1.2, 1.0], [1.2, 0.1, -0.3], [0.5, -0.1, 0.6], [-0.3, -0.3, 0.0], [0.1, -0.1, 0.1], [-0.3, 0.0, -0.1], [-0.3, 0.1, 0.8], [-0.2, -0.1, -0.5], [-0.1, 0.4, -0.1], [0.2, -0.3, -0.1], [-0.1, 0.2, 0.2], [0.1, -0.1, -0.1], [-0.1, -0.2, 0.0], [0.0, -0.3, 0.1], [0.0, 1.6, -0.9], [1.0, 1.3, -1.6], [0.6, -0.8, 2.2], [-2.0, -1.5, -1.6], [-0.2, 0.2, 0.1], [0.9, -0.7, -2.3], [-0.3, -0.7, 2.5], [0.8, 0.0, -0.2], [-0.5, -0.6, 0.8], [-0.3, -1.0, 0.2], [-0.2, 0.0, 1.1], [-0.7, -0.1, 0.2], [0.9, 1.2, -0.2], [0.1, 0.9, 0.7], [0.2, -0.2, 0.4], [-0.5, -0.3, 0.5], [0.9, -0.2, -1.0], [-0.6, 0.2, 0.4], [-0.2, 0.0, 0.5], [0.4, 0.2, -0.5], [0.0, 0.5, -0.3], [-0.1, 0.2, -1.0], [-1.2, -0.4, 1.1], [0.3, 0.2, 0.6], [0.9, -0.4, -1.0], [0.6, -0.4, 0.9], [-2.0, -0.9, -1.0], [-2.9, 0.7, 0.1], [1.1, -0.2, -0.4], [0.9, -0.1, -0.1], [0.2, -0.3, 0.1], [0.4, 0.9, -0.7], [-0.1, -0.2, -0.5], [-0.2, 0.0, 0.6], [-0.1, -0.2, 0.2], [-0.3, 0.1, 0.0], [0.5, 0.1, -0.3], [0.9, 0.0, 0.5], [0.4, 0.7, 0.0], [0.2, 0.2, -0.1], [0.9, 0.5, 0.0], [0.0, 0.5, 0.0], [0.1, -0.3, 0.6], [-0.5, -0.4, -0.5], [-0.9, -0.7, -1.0], [0.2, 0.3, 1.4], [-0.4, 0.7, -0.1], [-0.2, -0.4, 0.3], [-0.4, -1.2, 0.6], [-1.1, -0.8, 0.2], [-0.1, -0.4, -0.2], [0.2, 0.0, 0.1], [1.0, 1.0, 0.6], [0.1, 0.3, -0.2], [-0.5, -0.4, -0.8], [-0.1, -0.3, 0.0], [0.0, 0.6, -0.3], [0.1, -0.2, 0.6], [-0.3, 0.1, -0.1], [1.0, 0.8, -0.3], [0.0, 0.0, -0.6], [0.4, 0.3, 0.0], [0.8, 0.2, 0.0], [0.4, 0.3, -0.4], [-0.2, 0.0, 0.0], [-0.1, -0.2, 0.5], [-0.3, -0.2, 0.8], [-0.1, 1.6, -0.9], [-1.2, 1.1, -0.4], [0.2, -0.8, 0.7], [-0.6, 0.2, 0.1], [0.0, 0.4, 0.7], [0.6, -1.2, 1.6], [0.3, 0.3, -0.6], [0.0, -0.2, -0.1], [-0.2, -0.1, 0.1], [0.2, -0.2, 0.3], [-0.1, -1.2, -0.1], [0.3, 0.4, 0.9], [0.7, -0.8, -1.0], [-0.1, 0.1, -0.3], [1.0, 0.0, 0.5], [-0.2, 0.1, -0.3], [0.3, -1.0, -0.9], [-0.2, 0.1, 0.2], [-0.8, 0.2, -0.4], [0.1, 0.6, -1.0], [-0.2, 0.4, 0.1], [1.8, 1.2, -0.2], [-1.5, -0.6, 1.7], [-0.2, 0.3, -0.6], [1.4, -0.7, -0.8], [-0.1, 0.3, 0.9], [-0.9, 0.6, 0.0], [0.0, -1.6, 1.3], [-0.2, -0.3, -0.6], [-0.1, -1.0, 0.1], [-1.2, -0.1, 0.2], [0.2, 0.6, -0.1], [0.6, 0.2, -0.5], [0.3, 0.5, -0.6], [-0.1, 0.2, -0.8], [0.1, 0.6, -0.2], [1.4, 0.2, 0.1], [-0.3, 1.5, -0.8], [0.6, -0.8, -0.2], [-0.4, 0.7, -2.0], [-0.9, -0.4, 2.4], [0.0, -0.1, -0.8], [0.6, 0.7, 1.1], [-0.5, 0.0, 0.1], [0.2, 0.4, 0.0], [0.0, -0.2, 0.1], [-0.3, -0.5, -0.1], [-0.4, -0.7, 0.7], [0.2, -0.7, -0.3], [0.3, 0.2, -0.6], [-0.4, -0.2, 0.3], [0.2, 0.5, -0.7], [-0.4, 0.4, -0.4], [1.3, -0.3, 1.5], [0.4, -0.2, 0.0], [-0.3, -0.1, 0.0], [0.6, -0.4, 0.3], [-2.1, 1.3, -0.2], [-0.7, 0.2, -0.9], [-0.2, -0.2, 0.3], [0.2, -0.6, 0.4], [-0.3, -0.3, -0.3], [0.0, 0.2, 0.3], [0.7, -0.6, 0.0], [0.3, -0.3, 0.1], [0.2, 0.2, -0.5], [-1.7, 1.2, 0.9], [1.1, -2.3, -0.4], [1.1, 1.0, -0.1], [-2.0, 0.1, 0.5], [1.0, 0.1, -0.2], [-0.4, 0.0, 0.6], [-1.3, 1.5, -1.5], [0.4, 0.3, -0.5], [0.3, -0.8, -0.3], [-0.5, -0.1, 0.2], [0.3, 0.2, 0.0], [-0.4, 0.1, -0.5], [0.2, 0.0, 0.8], [1.6, -0.4, 0.4], [0.1, -1.0, -0.1], [-0.8, -2.3, -1.8], [0.1, -0.2, -1.2], [0.2, -0.6, -2.3], [0.6, -1.7, 3.1], [0.4, 1.0, -1.5], [-1.3, 1.0, 1.0], [0.4, 1.0, 0.8], [0.2, 1.4, 0.0], [0.4, 0.2, 0.5], [0.1, 1.0, 1.1], [-0.2, -0.1, 1.4], [0.2, 0.2, 0.1], [-0.8, 0.0, -0.3], [0.2, -0.3, -0.1], [0.2, -0.4, -0.6]]
}